[1]
Below is a molecular structure, C46H67F2N5O23S in a non-equilibrium geometry, with properties calculated with wB97M-V/def2-TZVPD.

For the HOMO energy, the calculation gives -8.67 eV. The molecular weight is 1128.12 g/mol. The maximum force comes out at 0.136 hartree/bohr. As for the total energy: -4395.2339 a.u. As for the net charge: 0.

Each line ends with the Löwdin charge.
Element x y z (Å)
H  2.267  5.327  8.134  0.14
H  -4.385  -5.601  4.573  0.09
C  5.445  -2.216  -6.494  -0.37
H  1.515  1.500  2.623  0.10
N  2.215  -5.185  3.446  0.00
H  0.223  2.268  3.496  0.08
O  0.559  -4.045  -3.470  0.21
C  -2.155  1.189  8.279  -0.31
C  -1.883  2.438  6.414  -0.57
C  1.649  0.754  -3.974  -0.02
H  0.090  -3.468  2.360  0.11
C  1.283  0.209  0.175  -0.27
O  -5.726  5.452  -5.134  0.06
H  4.473  -1.186  -9.346  0.13
C  1.024  -2.051  -0.738  -0.11
C  -3.396  3.993  -2.740  -0.01
C  -0.124  -4.650  0.553  -0.17
H  4.926  -4.284  -6.927  0.15
H  -3.735  5.084  -5.608  0.14
H  -1.033  -3.720  -1.201  0.12
H  1.057  6.984  5.469  0.09
C  -4.041  -3.494  4.787  -0.32
C  -0.888  -3.495  -0.147  -0.11
H  0.408  4.363  6.891  0.14
H  -4.509  3.146  -4.363  0.16
C  4.984  -3.314  -7.426  -0.09
C  0.161  0.532  -3.924  -0.32
O  6.048  -3.359  -8.385  0.07
C  0.653  -4.204  1.784  -0.19
S  3.324  0.897  -0.813  1.06
H  -2.255  3.013  9.489  0.14
C  4.938  -2.303  -5.079  0.02
O  5.692  2.182  -7.117  0.08
O  3.156  2.708  4.910  0.17
C  2.882  -3.414  -1.493  -0.48
H  -0.080  -0.493  -4.219  0.14
H  3.831  1.081  -8.764  0.16
C  -3.591  -4.878  4.393  -0.02
H  2.080  -5.024  4.431  0.06
H  3.898  -1.981  -5.023  0.09
H  -0.378  6.025  5.133  0.09
H  6.519  0.333  -7.484  0.14
O  -5.763  4.310  -3.224  0.09
N  2.903  -0.585  -1.277  -0.22
C  -2.940  -2.473  4.968  -0.08
H  1.899  1.807  -3.841  0.09
H  -3.219  4.967  -2.278  0.10
N  2.110  1.253  0.147  -0.19
O  -1.598  2.732  5.298  0.16
H  4.994  -1.530  -7.689  -0.06
C  0.999  -3.115  -2.885  -0.45
H  2.872  -5.934  3.305  0.06
H  5.534  -1.673  -4.420  0.10
N  1.496  -3.158  -1.556  0.13
H  -1.097  0.833  2.512  0.10
O  -3.530  -1.569  5.911  0.06
C  -3.050  0.094  8.797  -0.02
H  -2.740  -1.523  -0.659  0.11
O  -0.363  0.730  -2.591  0.10
C  -0.145  -2.176  -0.060  -0.09
H  -4.023  6.171  -4.228  0.14
C  1.761  -0.852  -0.651  -0.30
O  3.104  4.018  6.745  0.06
H  1.616  -3.777  1.519  0.10
O  4.343  2.630  -5.371  0.17
C  -0.677  1.524  -4.697  -0.07
H  -5.039  -0.990  -1.406  0.07
C  0.363  6.259  5.897  -0.01
H  -6.017  0.266  -0.604  0.07
H  6.246  1.333  -8.932  0.15
C  2.649  3.573  5.546  -0.56
F  1.030  -1.897  -3.443  0.12
O  -2.009  3.322  7.439  0.04
H  -2.463  3.637  -3.164  0.07
C  -1.640  1.142  -2.700  -0.55
H  0.130  -5.445  3.435  0.10
H  -3.688  2.721  8.474  0.14
C  5.839  1.038  -7.968  -0.06
C  4.631  1.962  -6.308  -0.55
C  0.958  -5.388  2.726  -0.27
C  2.386  5.221  7.058  -0.09
C  4.422  0.516  -8.038  -0.28
O  3.443  -3.914  -0.582  0.21
H  4.038  -3.103  -7.920  0.13
O  6.873  -2.393  -6.557  0.11
O  -4.633  -3.489  6.106  0.09
H  2.055  0.423  -4.929  0.08
H  -1.128  1.041  8.628  0.16
H  -2.255  -0.350  1.943  0.08
H  -3.685  -2.330  0.568  0.11
H  -3.703  3.311  -1.952  0.08
H  0.989  -6.309  2.148  0.11
H  -1.072  1.905  1.145  0.13
C  -3.146  -1.405  0.343  -0.20
C  1.084  5.006  6.321  -0.33
H  1.860  3.595  2.029  0.05
O  -4.952  -1.846  7.626  0.15
H  -5.913  -1.405  0.029  0.07
F  3.513  -3.060  -2.624  0.12
O  3.941  0.865  -6.722  0.07
O  -2.412  1.192  -1.797  0.15
C  0.595  2.062  2.494  -0.27
C  -0.450  1.236  1.741  -0.11
C  -4.123  -0.245  0.375  -0.26
O  -1.927  1.490  -3.982  0.04
C  4.286  -0.964  -8.296  -0.06
H  5.220  -1.231  -6.915  0.07
C  -0.655  -1.077  0.733  -0.09
O  -2.126  1.185  6.837  0.09
C  -4.361  5.266  -4.738  -0.09
H  -3.325  -4.903  3.337  0.08
H  -2.043  -2.905  5.419  0.14
H  -4.417  0.035  1.384  0.11
H  -0.277  2.539  -4.647  0.14
H  -1.983  -2.080  2.084  0.09
H  -2.921  -0.029  9.873  0.10
H  2.950  6.071  6.669  0.14
H  0.541  -5.116  -0.169  0.11
C  -5.369  -0.589  -0.447  -0.10
H  -0.866  -5.385  0.868  0.11
N  0.899  3.346  1.828  0.00
C  -2.009  -1.243  1.386  -0.13
H  -2.808  -0.841  8.306  0.07
H  -4.798  -3.128  4.088  0.16
C  -4.459  4.083  -3.801  -0.32
H  -0.830  1.244  -5.736  0.14
H  2.141  0.202  -3.173  0.03
H  0.357  4.064  2.295  0.06
H  -1.846  -3.431  0.341  0.08
O  8.269  -3.008  -8.219  0.18
H  -4.096  0.306  8.594  0.09
O  1.542  4.257  5.178  0.07
H  5.007  -3.323  -4.701  0.09
H  -0.141  6.716  6.748  0.09
C  -4.427  -2.265  6.645  -0.56
H  -2.671  -1.947  4.057  0.12
H  -2.725  -5.189  4.980  0.09
C  -2.604  2.610  8.542  -0.08
C  0.046  0.097  0.884  -0.07
H  -3.606  0.551  -0.150  0.08
H  3.284  -1.304  -8.038  0.12
C  7.177  -2.928  -7.765  -0.55
C  -6.509  4.987  -4.127  -0.57
O  -7.681  5.154  -4.054  0.17


[2]
Below is a gas-phase ion, C46H71N16O7 (charge +1) in a non-equilibrium geometry, with properties calculated with wB97M-V/def2-TZVPD.

For the HOMO energy, the calculation gives -10.14 eV. The molecular weight is 960.18 g/mol. The maximum force comes out at 0.020 hartree/bohr. As for the total energy: -3198.0680 a.u. As for the net charge: +1. For the energy relative to the best compared isomer or geometry (same formula, charge and spin), the calculation gives 31.3 kJ/mol.

Each line ends with the Löwdin charge.
Element x y z (Å)
H  -1.885  3.206  -2.395  0.15
N  4.395  0.402  -1.724  0.19
C  3.241  -1.830  -2.597  -0.40
H  4.141  5.144  2.345  0.12
C  -0.337  3.868  -0.975  -0.39
C  1.244  -3.007  -3.329  -0.16
H  -4.547  6.917  -2.129  0.07
N  6.217  -0.852  -1.077  -0.06
H  -3.947  2.427  3.166  0.15
C  2.107  4.519  2.212  -0.34
H  -1.470  -4.115  0.673  0.10
H  -2.206  -0.699  0.359  0.08
C  -2.539  5.039  -1.485  -0.34
H  -0.552  -6.170  3.716  0.08
H  -2.434  5.541  -0.519  0.13
C  3.466  4.310  2.439  0.00
H  -0.677  1.824  -2.678  0.10
C  6.748  0.289  -0.379  -0.10
H  -2.872  -3.298  3.138  0.06
H  -0.924  -6.309  2.000  0.08
N  2.679  1.596  -2.705  -0.05
H  6.123  -3.146  1.204  0.12
C  1.922  3.056  -0.909  -0.09
H  -2.798  -5.454  -2.644  0.13
H  -4.191  -0.948  2.413  0.07
N  2.205  -0.480  1.272  -0.07
C  -0.775  -3.645  1.368  -0.11
H  4.990  2.895  2.885  0.11
N  2.616  -0.685  -2.841  0.19
H  7.811  -2.166  -0.913  0.12
O  1.698  5.744  1.822  0.06
H  -4.126  4.573  -2.865  0.12
C  -2.955  3.048  0.733  0.03
C  4.451  -1.335  1.466  -0.40
H  0.992  1.391  2.841  0.11
H  1.342  2.477  -4.005  0.13
C  0.307  1.804  -2.219  -0.12
H  -4.860  -5.084  -1.563  0.14
C  -5.311  -1.291  -0.248  -0.20
H  1.209  0.701  -3.838  0.11
C  -0.413  -5.703  2.745  -0.07
H  -3.007  -4.908  2.420  0.08
O  -4.752  -2.385  0.476  -0.18
H  3.083  -3.821  -2.667  0.14
H  4.612  0.576  3.361  0.12
H  -4.773  6.365  -0.472  0.08
H  -0.420  -3.696  3.491  0.14
H  -4.571  -3.387  -2.033  0.11
H  -6.351  -1.511  -0.525  0.14
H  1.761  -2.001  2.694  0.14
C  -1.787  -3.566  -2.924  -0.16
H  6.299  1.184  -0.807  0.11
C  -1.809  3.689  -1.420  -0.15
H  -1.476  -1.835  2.314  0.13
H  3.824  0.631  0.808  0.14
H  5.790  0.985  1.465  0.10
C  -3.925  1.503  2.565  -0.31
O  -0.968  -2.634  -2.242  -0.18
C  2.981  2.807  -1.988  -0.11
H  0.782  -2.212  -1.400  0.10
C  3.550  -0.093  1.585  -0.16
N  0.569  3.011  -1.455  0.02
H  0.241  -3.852  1.027  0.12
O  3.966  -2.449  1.489  0.08
H  -4.843  -4.339  0.861  0.13
C  6.609  -2.214  0.919  -0.09
N  -2.229  1.474  -0.596  0.11
C  -5.126  -3.672  0.043  -0.16
H  7.578  -2.142  1.418  0.13
C  0.388  -2.997  -2.048  -0.18
N  -1.979  -1.738  0.305  0.21
H  -5.767  1.714  1.681  0.10
N  1.550  0.089  0.280  0.07
H  -3.151  4.036  1.086  0.14
H  1.052  -3.892  -3.938  0.12
C  3.242  0.407  -2.397  -0.36
C  -4.862  6.078  -1.517  -0.09
C  6.419  0.163  1.137  -0.09
H  2.074  4.033  -0.450  0.12
H  -0.815  6.072  -2.283  0.08
H  -2.344  6.871  -2.609  0.08
H  -1.903  5.426  -3.519  0.09
C  -4.025  4.838  -1.810  -0.22
H  2.998  3.637  -2.702  0.13
H  0.163  3.620  2.245  0.11
H  -1.602  -1.952  -0.636  0.12
C  4.970  -0.799  -1.609  -0.36
C  3.059  1.969  2.852  -0.24
H  -5.300  -0.444  0.451  0.09
C  1.371  1.636  -3.305  -0.12
H  -5.910  5.881  -1.730  0.08
C  -3.194  1.808  1.296  -0.20
H  0.650  -5.700  2.517  0.08
C  -4.425  -4.128  -1.238  -0.17
H  -5.797  0.847  3.068  0.10
C  6.758  -2.111  -0.625  -0.10
O  -0.076  4.744  -0.162  0.05
C  -0.972  -4.283  2.749  -0.42
H  0.469  -3.965  -1.536  0.12
H  -1.393  -5.223  -1.582  0.12
H  2.982  -0.025  3.670  0.13
C  3.590  0.568  2.983  -0.07
N  -5.264  1.015  2.220  0.05
H  -2.181  0.649  3.535  0.13
H  0.836  5.674  1.381  0.08
H  -4.427  4.004  -1.227  0.10
H  -2.651  -2.986  -3.257  0.11
H  -2.876  -2.237  0.430  0.11
C  1.696  2.201  2.709  -0.04
H  6.200  -2.900  -1.127  0.11
H  1.021  -2.105  -3.904  0.12
N  0.372  -0.422  0.210  0.08
C  -2.256  -4.725  -2.031  -0.16
H  -3.717  0.380  4.390  0.13
O  -3.051  -4.294  -0.947  -0.17
H  7.339  0.181  1.729  0.13
N  5.778  -1.113  1.373  -0.05
H  -3.310  -0.348  -3.213  0.04
C  -4.553  -0.924  -1.434  -0.11
H  3.961  2.709  -1.524  0.12
H  2.003  2.273  -0.148  0.10
C  -1.021  -2.128  1.363  -0.23
C  0.240  -1.354  1.175  -0.21
C  -3.880  -0.626  -2.378  0.13
C  -1.856  5.904  -2.543  -0.03
H  -1.278  -3.974  -3.802  0.13
N  4.431  -1.948  -2.014  0.19
O  -3.305  -0.848  2.789  -0.08
N  2.645  -2.977  -3.003  0.07
H  7.829  0.313  -0.537  0.13
C  -3.239  0.410  3.400  -0.20
C  -2.450  -4.300  3.130  -0.05
C  1.222  3.458  2.388  -0.02
H  0.351  0.946  -1.542  0.08
C  3.930  3.046  2.740  -0.04
H  -2.578  -4.731  4.119  0.08
N  -2.721  0.884  0.435  0.07
H  -6.212  -3.728  -0.108  0.13
C  1.429  -1.401  1.877  0.03
N  -2.363  2.777  -0.447  -0.05


[3]
Below is a molecular structure, C46H74BN18O2PSSi in a non-equilibrium geometry, with properties calculated with wB97M-V/def2-TZVPD.

For the HOMO energy, the calculation gives -7.42 eV. The molecular weight is 1013.16 g/mol. The maximum force comes out at 0.039 hartree/bohr. As for the total energy: -3987.0808 a.u. As for the net charge: 0.

Each line ends with the Löwdin charge.
Element x y z (Å)
H  0.978  4.287  0.919  0.04
H  2.222  9.613  2.026  0.06
C  8.030  -11.384  -3.855  -0.09
C  -2.055  -1.875  -10.383  -0.29
P  -1.157  3.068  2.399  1.03
H  8.070  -10.738  -2.981  0.08
H  -3.444  2.969  -2.568  0.03
H  -3.777  -7.418  0.133  0.08
H  -5.571  0.770  -0.312  0.02
N  3.124  1.968  0.419  0.02
H  -5.217  -1.330  -5.865  0.09
H  2.955  2.971  0.372  0.05
C  3.942  -0.925  -1.871  -0.25
H  -4.662  3.211  2.035  0.02
H  3.249  12.035  6.752  0.08
C  -5.407  1.740  -0.797  -0.16
H  0.457  5.968  0.715  0.04
H  8.228  -12.409  -3.548  0.08
N  -3.352  -3.790  -6.505  0.13
H  0.114  1.342  3.790  0.07
H  -3.340  -2.512  -1.957  0.04
H  5.661  3.780  4.655  0.03
H  -0.336  -5.091  -1.797  0.06
H  3.231  1.700  -0.557  0.04
C  2.331  -10.517  -2.243  -0.07
H  3.393  8.684  2.974  0.04
N  -1.479  -1.134  -11.043  0.12
H  1.541  11.556  6.761  0.08
C  -2.490  1.202  0.448  -0.15
C  -3.962  -3.012  -5.919  -0.26
H  -1.937  3.133  -1.668  -0.03
H  -3.218  4.427  -1.611  0.04
H  8.088  5.967  8.317  0.08
C  -0.570  0.511  1.901  -0.20
H  -4.902  -1.778  -2.245  0.06
N  -2.941  -4.697  -1.214  0.16
C  1.826  1.368  0.856  -0.23
C  -2.366  2.259  8.230  -0.07
H  -0.860  -6.425  -0.759  0.06
H  -2.788  1.607  8.992  0.08
C  0.157  -6.993  -2.509  -0.27
H  0.011  -1.274  -3.453  0.08
H  6.941  6.858  7.297  0.08
H  2.251  -9.556  -2.747  0.06
C  -3.006  3.354  -1.642  -0.18
N  -1.348  -2.294  -0.221  -0.22
C  -2.789  -2.818  -9.540  -0.09
H  -1.827  5.276  1.451  0.06
O  2.895  0.365  2.727  -0.06
H  -0.193  -4.903  -4.951  0.08
C  -1.509  -1.046  0.261  -0.28
C  -4.089  -1.843  -1.516  -0.02
H  -2.681  0.934  -2.491  0.05
C  5.198  -0.752  -2.594  -0.05
C  2.637  7.684  1.309  -0.27
C  2.352  11.937  6.143  -0.06
H  -1.353  2.534  8.517  0.08
C  1.837  1.270  2.392  -0.35
Si  -3.769  2.487  -0.135  0.60
H  0.558  -0.277  -4.814  0.07
C  3.724  -10.956  -2.221  -0.27
N  2.803  10.295  4.166  0.15
H  -3.028  4.275  3.357  0.01
H  0.713  -0.241  3.400  0.11
N  3.504  5.855  5.607  0.11
H  2.120  2.238  2.812  0.13
H  0.766  -5.481  -6.324  0.09
C  7.190  5.881  7.707  -0.07
H  -3.858  -2.631  -9.622  0.08
C  9.026  -10.957  -4.837  -0.29
H  -5.398  4.102  0.751  0.03
H  -5.127  -6.298  0.388  0.04
C  4.629  3.881  4.323  -0.06
N  2.765  6.933  0.449  0.12
H  -2.972  3.160  8.158  0.08
C  0.572  -0.383  -3.732  -0.07
H  1.599  -0.495  -3.395  0.04
H  -3.267  2.561  3.592  0.02
H  -3.818  4.622  1.277  0.01
H  7.034  -11.330  -4.287  0.07
N  9.808  -10.623  -5.608  0.12
C  7.418  4.934  6.620  -0.26
B  -3.347  -0.473  -1.394  -0.56
H  -5.491  -2.515  -4.573  0.08
N  4.819  -11.300  -2.204  0.13
N  7.598  4.192  5.762  0.14
N  1.816  -2.582  -5.658  0.14
H  -7.154  -2.071  2.272  0.09
C  2.473  8.639  2.423  -0.14
H  -1.216  4.142  0.149  0.05
N  0.327  -7.680  -3.414  0.14
H  -8.463  -2.422  1.127  0.09
C  -0.568  -0.793  1.312  -0.33
H  1.724  0.381  0.393  0.08
H  -4.390  -2.268  -0.560  0.04
N  2.955  -1.061  -1.300  0.16
H  -2.488  -2.704  -8.503  0.04
H  0.566  5.189  2.365  0.05
N  -6.031  -4.252  0.304  0.17
N  -2.331  1.032  5.929  0.15
H  -2.581  -3.838  -9.858  0.08
H  2.921  -0.321  2.051  0.08
C  0.812  -4.973  -5.363  -0.07
C  -2.454  -0.047  -0.165  -0.06
C  -2.347  1.570  6.942  -0.27
H  1.040  2.044  0.502  0.09
C  3.999  4.987  5.040  -0.29
H  5.007  -0.288  -3.560  0.09
C  1.375  -3.635  -5.528  -0.26
H  5.669  -1.721  -2.752  0.09
H  -2.108  3.473  4.640  0.00
C  2.604  11.020  5.036  -0.20
H  -5.336  1.634  -1.878  0.02
C  0.316  5.068  1.308  -0.19
H  -4.069  -1.457  -4.517  0.07
C  -1.477  1.467  1.494  -0.27
O  -3.471  0.366  -2.488  0.08
H  1.674  8.288  3.071  0.08
H  1.434  -5.553  -4.685  0.06
H  1.960  -10.417  -1.225  0.08
C  -0.061  -6.068  -1.402  -0.09
H  4.093  2.954  4.521  0.08
H  4.614  4.076  3.251  0.09
C  -7.396  -2.230  1.223  -0.05
H  1.722  -11.246  -2.773  0.08
S  -0.167  -2.994  0.613  0.99
C  -2.517  3.351  3.641  -0.29
H  -6.250  2.408  -0.606  0.03
H  2.076  12.916  5.756  0.08
H  -7.141  -1.334  0.658  0.08
H  5.869  -0.117  -2.018  0.09
H  6.367  5.536  8.329  0.08
N  -0.501  1.714  -2.607  0.18
C  0.491  0.739  2.969  -0.13
H  0.854  -5.972  -0.818  0.08
C  -3.430  -5.450  -0.496  -0.27
C  -4.050  -6.402  0.420  -0.09
C  -4.732  -2.019  -5.175  -0.05
H  -3.705  -6.215  1.436  0.08
C  -6.639  -3.367  0.709  -0.23
C  -1.127  4.484  1.181  -0.39
N  0.238  -1.801  1.629  -0.20
C  -4.427  3.738  1.105  -0.19
C  -0.028  0.792  -3.106  -0.22